A single C3H6NO2 molecule at a distorted geometry. Source: the Open Molecules 2025 dataset; level of theory: ωB97M-V with the def2-TZVPD basis set.

Structure (XYZ):
```
12
Properties=species:S:1:pos:R:3:lowdin_spin:R:1
O -2.6452 0.0628 1.4113 0.00
C -1.7940 -0.1628 0.6012 0.00
C -0.3753 0.2903 0.7745 0.00
N 0.6353 -0.5263 0.1202 0.03
C 1.2711 -0.0384 -1.1037 0.13
O 1.0029 1.1915 -1.4847 0.71
H -2.0362 -0.6770 -0.3447 0.00
H -0.1546 0.4791 1.8167 0.00
H -0.3481 1.2973 0.3337 0.00
H 1.2154 -0.9982 0.7928 0.00
H 0.8899 -0.6980 -1.9272 0.08
H 2.3388 -0.2203 -0.9902 0.05
```

Output
energy relative to the best compared isomer or geometry (same formula, charge and spin): 150.7 kJ/mol
LUMO energy (spin up / spin down): 0.80 / -1.97 eV
multiplicity: 2
frontier orbital gap (spin up / spin down): 10.04 / 7.30 eV

A gas-phase ion, C3H6NO2 (charge +1) at a distorted geometry. Source: the Open Molecules 2025 dataset; level of theory: ωB97M-V with the def2-TZVPD basis set.

Structure (XYZ):
```
12
Properties=species:S:1:pos:R:3:lowdin_charge:R:1
C 2.4416 0.2129 0.1401 0.23
C 1.3664 -0.5918 -0.0301 0.00
N 0.1627 0.0874 -0.1337 -0.20
O 0.1943 1.2842 -0.5641 0.16
O -0.9018 -0.4894 0.1834 0.06
C -2.1461 0.1672 0.2731 0.05
H 3.3617 -0.2184 0.3293 0.09
H 2.1970 1.2462 0.0826 0.10
H 1.0768 -1.6900 -0.0687 0.18
H -2.3362 0.9151 1.0574 0.14
H -2.7600 -0.6792 0.5526 0.13
H -2.3632 0.5812 -0.6342 0.08
```

Output
net charge: +1
energy relative to the best compared isomer or geometry (same formula, charge and spin): 521.3 kJ/mol
LUMO energy: -7.04 eV
frontier orbital gap: 9.38 eV

2 unconnected molecules or ions with the total composition C3H6NO2 at a distorted geometry. Source: the Open Molecules 2025 dataset; level of theory: ωB97M-V with the def2-TZVPD basis set.

Structure (XYZ):
```
12
Properties=species:S:1:pos:R:3:lowdin_charge:R:1
C 1.1990 -0.4404 -0.0009 -0.01
C -1.1691 -0.6586 -0.0374 -0.07
C -0.0396 0.1627 -0.0298 -0.31
N -0.2275 1.5526 -0.0126 0.12
O -2.3717 -0.2537 0.1332 0.19
O 2.3461 0.0199 0.2849 0.18
H 0.7353 -2.7794 -0.0920 0.23
H -1.0409 -1.7357 -0.1472 0.10
H -2.4500 0.7021 0.3290 0.16
H -0.6960 1.9332 -0.8250 0.12
H 0.6067 2.0805 0.2039 0.11
H 3.1077 -0.5834 0.1939 0.18
```

Output
net charge: +1
energy relative to the best compared isomer or geometry (same formula, charge and spin): 507.1 kJ/mol
LUMO energy (spin up / spin down): -5.45 / -6.08 eV
frontier orbital gap (spin up / spin down): 8.50 / 7.98 eV

A gas-phase ion, C3H6NO3S (charge -1) at a distorted geometry. Source: the Open Molecules 2025 dataset; level of theory: ωB97M-V with the def2-TZVPD basis set.

Structure (XYZ):
```
14
Properties=species:S:1:pos:R:3:lowdin_charge:R:1
C -1.6657 1.7964 0.5141 -0.32
C 0.7525 0.1218 -0.7645 -0.11
C -0.2625 -0.1878 0.4066 -0.42
N -1.4872 0.3027 0.0707 -0.27
O -2.9181 -1.7329 -1.0163 -0.56
O -2.4382 2.5613 0.0851 0.04
O -3.4420 -0.9517 1.2843 -0.56
S -3.1534 -0.5729 -0.1369 0.67
H -0.8695 1.9368 1.2544 0.10
H 0.6891 1.2438 -0.9285 0.07
H 1.7237 -0.3527 -0.5357 0.05
H 0.2921 -0.3669 -1.7021 0.09
H -0.1340 -1.3219 0.6657 0.14
H 0.1326 0.2880 1.3445 0.09
```

Output
net charge: -1
energy relative to the best compared isomer or geometry (same formula, charge and spin): 264.3 kJ/mol
LUMO energy: 3.93 eV
frontier orbital gap: 7.93 eV

A gas-phase ion, C3H6NO4S (charge -1) at a distorted geometry. Source: the Open Molecules 2025 dataset; level of theory: ωB97M-V with the def2-TZVPD basis set.

Structure (XYZ):
```
15
Properties=species:S:1:pos:R:3:lowdin_charge:R:1
C 2.2477 0.2424 0.2093 -0.08
C 0.8182 -0.2606 0.2811 -0.26
C -0.1010 0.3702 -0.7351 -0.55
N -2.3520 -1.4369 0.3058 -0.24
O -0.0508 1.7819 -0.6812 -0.35
O -2.8655 -0.4111 -0.2682 -0.33
O -2.9630 -2.4465 -0.0171 -0.13
O -1.5180 1.2768 1.3089 -0.47
S -1.5791 1.1263 -0.1104 0.90
H 2.8639 -0.3629 0.7129 0.02
H 2.4299 0.3215 -0.9113 0.11
H 2.3752 1.1967 0.5294 0.03
H 0.2411 0.0095 1.1739 0.09
H 0.6534 -1.2799 0.0427 0.09
H -0.2001 -0.1272 -1.8406 0.16
```

Output
net charge: -1
energy relative to the best compared isomer or geometry (same formula, charge and spin): 442.0 kJ/mol
LUMO energy: 3.89 eV
frontier orbital gap: 8.73 eV

A gas-phase ion, C3H6NOS (charge +1) at a distorted geometry. Source: the Open Molecules 2025 dataset; level of theory: ωB97M-V with the def2-TZVPD basis set.

Structure (XYZ):
```
12
Properties=species:S:1:pos:R:3:lowdin_charge:R:1
O 0.2413 -2.1920 -0.7821 0.25
N 0.0850 -1.0780 -0.4014 -0.13
C 0.5933 -0.4771 0.7624 -0.16
C 0.0919 0.9992 0.8918 -0.36
S 0.1758 1.6652 -0.8461 0.98
C -0.6588 0.2065 -1.3365 -0.30
H 1.7223 -0.3808 0.5363 0.19
H 0.2128 -1.0908 1.6846 0.20
H -0.9012 0.8885 1.1715 0.06
H 0.6262 1.4763 1.6373 0.08
H -0.5782 0.0007 -2.4147 0.10
H -1.6102 -0.0177 -0.9033 0.09
```

Output
net charge: +1
energy relative to the best compared isomer or geometry (same formula, charge and spin): 330.8 kJ/mol
LUMO energy: -6.92 eV
frontier orbital gap: 7.59 eV